Entry 1:
Entry from the OMol25 dataset: a molecular structure, C38H55NO2P2Y in a non-equilibrium geometry (ωB97M-V/def2-TZVPD).

Total charge = +1
F_max = 2.67 eV Å⁻¹
HOMO-LUMO gap = 5.1 eV
Energy above the lowest of the compared OMol25 structures with the same formula, charge and spin = 0.000 eV

Element x y z (Å)
Y 0.656 0.307 1.154
C -1.641 1.454 0.285
C -2.286 1.312 -0.972
C -3.211 -0.206 0.471
C -2.232 0.509 1.187
C -3.235 0.282 -0.852
C -0.565 2.443 0.601
H 0.254 2.486 -0.160
H -0.112 2.288 1.633
H -0.975 3.465 0.649
C -1.934 0.307 2.630
H -1.485 1.190 3.111
H -1.301 -0.592 2.825
H -2.874 0.139 3.182
C -4.071 -1.252 1.061
H -4.712 -0.849 1.861
H -3.465 -2.050 1.510
H -4.731 -1.695 0.310
C -4.142 -0.194 -1.918
H -5.058 0.409 -1.985
H -4.445 -1.227 -1.722
H -3.658 -0.159 -2.899
C -2.001 2.096 -2.190
H -2.775 2.862 -2.361
H -1.984 1.447 -3.077
H -1.036 2.615 -2.131
C 2.401 -0.806 -0.434
C 2.152 0.394 -1.056
C 1.813 0.584 -2.509
C 1.048 -0.555 -3.224
C -0.154 -1.123 -2.547
C -0.170 -2.101 -1.631
C 1.011 -2.890 -1.141
C 2.381 -2.171 -1.075
H 2.754 0.740 -3.077
H 1.761 -1.356 -3.510
H 1.240 1.524 -2.614
H 2.837 -2.159 -2.079
H 2.922 -0.801 0.551
H 2.520 1.333 -0.592
H 3.043 -2.815 -0.464
H 0.768 -3.262 -0.132
H -1.130 -2.382 -1.178
H 1.165 -3.790 -1.768
H 0.705 -0.129 -4.182
H -1.105 -0.672 -2.856
P 3.091 -2.849 -4.640
C 4.707 -3.458 -4.002
C 3.690 -2.027 -6.182
P 0.736 -4.396 -5.839
C 2.547 -4.456 -5.393
C 0.912 -4.061 -7.656
C 0.547 -6.224 -6.055
H 4.523 -4.228 -3.242
H 5.241 -2.622 -3.536
H 5.312 -3.879 -4.816
H 4.444 -2.647 -6.686
H 4.146 -1.072 -5.894
H 2.859 -1.817 -6.867
H 1.222 -6.604 -6.835
H -0.493 -6.428 -6.334
H 0.765 -6.722 -5.104
H 2.686 -5.255 -4.642
H 3.158 -4.684 -6.290
H -0.085 -4.170 -8.103
H 1.595 -4.782 -8.126
H 1.260 -3.039 -7.841
C -3.845 1.566 6.448
C -3.281 2.367 5.301
C -4.156 2.819 4.312
C -3.710 3.583 3.229
C -2.367 3.896 3.133
C -1.457 3.408 4.092
N -0.120 3.523 3.735
C 1.036 3.496 4.541
C 1.210 4.304 5.667
C 2.405 4.222 6.385
C 3.445 3.373 5.972
C 3.290 2.584 4.833
C 2.070 2.624 4.171
C 1.753 1.685 3.098
O 2.067 1.918 1.858
O 1.027 0.630 3.350
C -1.906 2.643 5.207
C -0.943 2.076 6.195
H -3.414 0.559 6.510
H -3.684 2.061 7.413
H -4.925 1.448 6.317
H -5.216 2.572 4.412
H -4.414 3.939 2.475
H -1.996 4.504 2.303
H 0.045 3.886 2.798
H 0.387 4.951 5.983
H 2.532 4.831 7.281
H 4.377 3.311 6.542
H 4.063 1.919 4.441
H -0.176 1.445 5.720
H -0.438 2.874 6.751
H -1.463 1.454 6.929

Löwdin population analysis, charges in e, atoms 1 to 2: number 1, Y, carries 1.745; number 2, C, carries -0.305

Entry 2:
Entry from the OMol25 dataset: a molecular structure, C38H56N5P2PtS in a non-equilibrium geometry (ωB97M-V/def2-TZVPD).

Total charge = +1
F_max = 1.54 eV Å⁻¹
HOMO-LUMO gap = 6.8 eV
Energy above the lowest of the compared OMol25 structures with the same formula, charge and spin = 0.000 eV

Element x y z (Å)
Pt -0.303 -0.745 0.636
C 1.162 -5.416 0.758
C 1.003 -3.999 1.315
C -0.240 -3.962 2.212
P 0.815 -2.683 0.035
C 2.432 -2.420 -0.866
C 3.587 -3.278 -0.341
C 2.876 -0.948 -0.858
C -0.342 -3.308 -1.197
C -0.015 -4.272 -2.144
C -0.917 -4.628 -3.131
C -2.149 -3.986 -3.170
C -2.488 -3.021 -2.235
C -1.592 -2.671 -1.218
N -1.846 -1.679 -0.273
C -3.121 -1.340 0.168
C -4.183 -2.253 0.136
C -5.455 -1.880 0.537
C -5.712 -0.588 0.975
C -4.662 0.308 1.057
C -3.363 -0.063 0.708
P -1.892 0.985 0.672
C -2.052 1.873 -0.947
C -3.139 2.948 -0.920
C -2.335 0.904 -2.095
C -1.847 2.405 1.890
C -3.140 2.675 2.660
C -0.652 2.409 2.844
H 1.304 -6.110 1.588
H 2.003 -5.535 0.081
H 0.255 -5.715 0.231
H 1.887 -3.727 1.901
H -1.152 -4.032 1.613
H -0.292 -3.050 2.802
H -0.227 -4.812 2.897
H 2.224 -2.713 -1.895
H 3.768 -3.111 0.724
H 4.500 -3.000 -0.869
H 3.437 -4.342 -0.499
H 3.017 -0.643 0.186
H 2.489 1.077 -1.301
H 3.875 -0.929 -1.302
H 0.967 -4.734 -2.126
H -0.658 -5.371 -3.873
H -2.854 -4.225 -3.956
H -3.438 -2.511 -2.314
H -4.006 -3.266 -0.196
H -6.253 -2.611 0.509
H -6.710 -0.291 1.267
H -4.861 1.307 1.411
H -1.074 2.340 -1.099
H -4.115 2.504 -0.707
H -3.204 3.409 -1.908
H -2.956 3.744 -0.200
H -3.361 0.532 -2.041
H -1.664 0.048 -2.093
H -2.216 1.426 -3.047
H -1.670 3.240 1.211
H -3.488 1.788 3.191
H -3.940 3.032 2.013
H -2.951 3.451 3.405
H -0.854 1.836 3.749
H -0.459 3.441 3.143
H 0.252 2.041 2.368
N 3.641 0.173 4.519
C 2.352 -0.097 4.193
C 1.944 -0.175 2.844
N 0.698 -0.459 2.530
C -0.180 -0.681 3.526
C 0.242 -0.608 4.838
N 1.491 -0.313 5.181
H 4.282 0.524 3.831
H 3.850 0.336 5.489
H 2.636 0.009 2.032
H -1.198 -0.923 3.257
H -0.455 -0.785 5.648
C 3.220 -0.181 -3.760
C 1.870 0.065 -3.082
C 0.867 -0.998 -3.545
C 1.341 1.438 -3.510
C 2.029 0.115 -1.550
H 3.126 -0.061 -4.842
H 3.589 -1.193 -3.574
H 3.974 0.529 -3.408
H 0.583 -0.820 -4.585
H -0.044 -0.979 -2.943
H 1.275 -2.009 -3.498
H 1.190 1.476 -4.591
H 2.038 2.232 -3.229
H 0.383 1.651 -3.026
H 1.029 0.169 -1.090
S 1.332 3.383 0.046
C 1.846 4.989 0.055
N 0.964 5.983 -0.254
C 1.266 7.304 -0.293
C 2.521 7.723 -0.009
C 3.488 6.749 0.319
C 3.162 5.428 0.350
H 0.027 5.679 -0.482
H 0.455 7.965 -0.561
H 2.766 8.774 -0.040
H 4.500 7.057 0.546
H 3.893 4.672 0.595

Löwdin population analysis, charges in e, atoms 1 to 2: number 1, Pt, carries 0.837; number 2, C, carries -0.099

Entry 3:
Entry from the OMol25 dataset: a molecular structure, C38H56N9O6ReSSi in a non-equilibrium geometry (ωB97M-V/def2-TZVPD).

Total charge = +1
F_max = 1.08 eV Å⁻¹
HOMO-LUMO gap (spin up / spin down) = 6.4 / 6.6 eV
Energy above the lowest of the compared OMol25 structures with the same formula, charge and spin = 0.256 eV
2S+1 = 4

Element x y z (Å)
Re -0.704 0.045 0.353
N -2.299 -0.785 2.210
N -2.683 -2.109 2.033
C -1.984 -2.889 1.198
N -2.390 -4.129 0.986
N -0.844 -2.325 0.765
N 0.003 -2.972 -0.068
O 0.900 -2.266 -0.508
O -0.100 -4.163 -0.330
H -1.825 -0.642 3.095
H -3.093 -0.163 2.132
H -3.551 -2.448 2.415
H -3.337 -4.398 1.193
H -1.851 -4.678 0.334
C -4.672 -0.056 0.389
C -3.862 0.774 -0.557
C -4.442 1.380 -1.653
C -3.670 2.174 -2.508
C -2.352 2.433 -2.217
C -1.819 1.845 -1.066
N -2.560 0.996 -0.296
N -0.573 1.890 -0.555
Si 0.566 3.237 -0.766
C 1.043 3.809 0.966
C 1.970 2.549 -1.824
C -0.266 4.751 -1.528
H -5.696 -0.138 0.033
H -4.684 0.420 1.373
H -4.243 -1.054 0.454
H -5.493 1.224 -1.845
H -4.111 2.580 -3.409
H -1.714 2.991 -2.883
H 1.223 2.980 1.644
H 0.238 4.410 1.393
H 1.939 4.435 0.935
H 1.963 1.458 -1.811
H 2.949 2.892 -1.485
H 1.852 2.862 -2.863
H -1.304 4.858 -1.209
H -0.242 4.760 -2.619
H 0.270 5.638 -1.185
C 4.234 -4.099 -4.057
C 3.109 -3.296 -4.648
C 2.588 -3.622 -5.899
C 1.520 -2.918 -6.426
C 0.973 -1.874 -5.694
C 1.494 -1.505 -4.464
C 2.571 -2.215 -3.955
S -0.540 -1.153 -6.265
O -0.690 0.142 -5.667
O -0.626 -1.296 -7.684
N -1.747 -2.148 -5.670
C -1.883 -2.458 -4.244
C -2.478 -1.261 -3.479
C -2.173 -1.345 -1.995
O -2.926 -1.972 -1.243
O -1.110 -0.704 -1.626
H 4.135 -5.152 -4.317
H 4.249 -4.003 -2.972
H 5.194 -3.749 -4.443
H 3.021 -4.442 -6.459
H 1.103 -3.153 -7.397
H 1.054 -0.675 -3.925
H 2.978 -1.945 -2.991
H -1.843 -2.943 -6.289
H -0.925 -2.753 -3.796
H -2.561 -3.306 -4.158
H -3.559 -1.234 -3.606
H -2.042 -0.350 -3.873
C -0.648 2.089 6.836
C -1.034 2.067 5.383
C -2.084 2.853 4.922
C -2.431 2.850 3.573
C -3.605 3.661 3.092
C -1.678 2.102 2.689
C -0.569 1.330 3.101
C -0.317 1.288 4.483
N 0.169 0.680 2.122
C 1.568 0.232 2.313
C 2.149 0.167 0.893
C 3.541 -0.469 0.873
C 3.487 -1.865 1.499
C 2.993 -1.756 2.944
C 3.911 -0.836 3.751
C 3.939 0.550 3.101
C 4.487 0.423 1.678
C 2.529 1.162 3.085
C 1.577 -1.178 2.945
H -1.514 2.272 7.470
H 0.066 2.896 7.012
H -0.177 1.154 7.139
H -2.643 3.465 5.621
H -3.546 4.686 3.457
H -4.536 3.236 3.474
H -3.651 3.684 2.003
H -1.908 2.149 1.631
H 0.418 0.614 4.891
H 2.191 1.184 0.495
H 1.487 -0.430 0.237
H 3.881 -0.541 -0.163
H 4.476 -2.329 1.475
H 2.811 -2.499 0.918
H 2.972 -2.749 3.400
H 4.922 -1.250 3.781
H 3.550 -0.759 4.781
H 4.584 1.212 3.684
H 5.484 -0.022 1.703
H 4.573 1.409 1.212
H 2.572 2.130 2.580
H 2.226 1.344 4.109
H 1.195 -1.133 3.968
H 0.910 -1.822 2.367

Löwdin population analysis, charges in e, atoms 1 to 2: number 1, Re, carries 1.763; number 2, N, carries 0.028

Entry 4:
Entry from the OMol25 dataset: a molecular structure, C38H58BrClN5O6PY in a non-equilibrium geometry (ωB97M-V/def2-TZVPD).

Total charge = -1
F_max = 1.20 eV Å⁻¹
HOMO-LUMO gap = 7.0 eV

Element x y z (Å)
Y 0.594 -2.821 0.484
N 2.416 -2.543 2.928
C 1.956 -1.721 4.036
C 0.472 -1.958 4.220
N -0.223 -1.610 2.981
H 2.534 -3.510 3.206
H 3.287 -2.215 2.534
H 2.129 -0.671 3.784
H 2.475 -1.921 4.983
H 0.104 -1.398 5.090
H 0.306 -3.023 4.411
H -0.016 -0.647 2.729
H -1.225 -1.682 3.103
C 2.690 -3.814 -3.911
C 1.932 -3.427 -2.681
N 2.394 -3.494 -1.486
O 3.740 -3.880 -1.421
C 0.586 -2.857 -2.828
C -0.113 -2.721 -4.143
N 0.078 -2.410 -1.722
O -1.031 -1.767 -1.661
H 3.700 -4.127 -3.667
H 2.729 -2.970 -4.602
H 2.174 -4.631 -4.416
H 4.039 -3.368 -0.657
H -0.037 -3.636 -4.732
H 0.290 -1.900 -4.743
H -1.162 -2.501 -3.948
O 2.477 -0.384 -1.320
Cl 2.678 -0.451 0.086
O 3.391 -1.683 0.434
O 3.373 0.677 0.602
O 1.358 -0.586 0.774
C 2.150 6.376 -1.572
C 2.447 5.944 -0.128
C 2.065 4.475 0.117
C 0.832 4.075 -0.703
C 1.188 4.153 -2.207
C 2.294 5.178 -2.501
P 0.332 2.333 -0.296
C -0.504 2.467 1.370
C -1.373 3.709 1.696
C -0.740 4.605 2.761
C -0.512 3.857 4.085
C -0.204 2.368 3.854
C 0.493 2.188 2.509
C -1.160 2.027 -1.376
C -0.785 1.475 -2.761
C -2.005 0.797 -3.405
C -3.315 1.533 -3.072
C -3.046 3.006 -2.796
C -2.187 3.167 -1.532
H 2.812 7.191 -1.870
H 1.125 6.754 -1.645
H 1.902 6.587 0.569
H 3.511 6.077 0.083
H 1.894 4.325 1.182
H 2.887 3.807 -0.152
H 0.025 4.781 -0.480
H 0.293 4.419 -2.776
H 1.509 3.168 -2.557
H 2.249 5.482 -3.549
H 3.276 4.722 -2.347
H -1.168 1.592 1.339
H -2.352 3.380 2.061
H -1.567 4.297 0.802
H -1.385 5.470 2.933
H 0.208 4.996 2.385
H -1.391 3.962 4.726
H 0.323 4.319 4.619
H -1.131 1.785 3.855
H 0.412 1.984 4.671
H 0.906 1.186 2.387
H 1.350 2.864 2.464
H -1.639 1.183 -0.860
H 0.031 0.754 -2.666
H -0.429 2.288 -3.399
H -2.056 -0.229 -3.041
H -1.867 0.758 -4.490
H -3.775 1.084 -2.188
H -4.035 1.419 -3.884
H -3.982 3.558 -2.677
H -2.530 3.443 -3.656
H -2.843 3.185 -0.658
H -1.681 4.136 -1.569
C -1.823 -3.437 0.946
C -2.876 -2.719 0.244
C -3.473 -3.213 -0.932
C -4.473 -2.531 -1.583
C -4.930 -1.304 -1.094
C -4.345 -0.779 0.059
C -3.350 -1.477 0.709
C -5.999 -0.608 -1.749
N -6.860 -0.052 -2.275
H -1.872 -4.508 0.727
H -1.890 -3.280 2.023
H -3.115 -4.151 -1.338
H -4.913 -2.938 -2.485
H -4.683 0.177 0.441
H -2.907 -1.047 1.602
Br 2.814 -9.068 3.125
C 2.210 -7.395 2.444
C 0.879 -7.050 2.565
C 0.452 -5.834 2.032
C 1.304 -4.923 1.389
C 2.651 -5.324 1.348
C 3.115 -6.540 1.840
H 0.183 -7.719 3.055
H -0.604 -5.602 2.135
H 3.398 -4.667 0.917
H 4.157 -6.817 1.753

Löwdin population analysis, charges in e, atoms 1 to 2: number 1, Y, carries 1.534; number 2, N, carries -0.002

The lowest F_max belongs to which entry? C38H56N9O6ReSSi

Which of these has the lowest F_max? C38H56N9O6ReSSi